[1]
ORCA calculation (ωB97M-V with the def2-TZVPD basis set) on an isolated ion of composition C6H12N and charge +2 at a distorted geometry.

XYZ file:
```
19
Properties=species:S:1:pos:R:3:forces:R:3:mulliken_spin:R:1
C -1.448341 1.076193 0.282411 -2.2 0.0 -1.2 0.005
C 0.015854 1.064563 -0.102860 -0.5 -1.0 0.5 0.030
C 0.666049 -0.320931 -0.149797 1.1 0.5 2.1 0.032
C 1.168649 -0.891956 -1.269473 0.2 0.4 -0.9 0.294
C 2.319713 -1.244508 1.432215 0.9 1.7 0.3 0.305
C 1.039349 -0.832166 1.192197 -0.8 -0.8 -1.7 0.226
N -2.273404 0.279582 -0.782713 1.1 0.1 -0.3 -0.002
H -1.851495 0.688863 1.217559 0.9 -0.2 0.3 0.002
H -1.907718 2.061501 0.187021 0.5 0.2 0.2 0.000
H 0.192719 1.612471 -1.028398 0.0 0.0 0.0 0.001
H 0.558056 1.558964 0.706024 -0.1 0.4 -0.2 -0.005
H 0.717011 -0.622172 -2.222699 0.2 0.0 0.0 0.027
H 2.037808 -1.534959 -1.350534 -0.3 -0.4 0.4 0.020
H 3.110312 -1.267246 0.683137 -0.3 -0.5 -0.2 0.029
H 2.714974 -0.999994 2.425090 -0.2 -0.9 0.1 0.023
H 0.268310 -0.871090 1.955861 0.2 0.5 0.2 0.011
H -1.865039 -0.639988 -0.960780 -0.1 -0.2 0.2 0.001
H -3.245067 0.120544 -0.524285 -0.3 0.3 0.1 -0.001
H -2.217741 0.762326 -1.689978 -0.4 0.0 0.2 0.000
```
Forces are in eV/Å.

Summary:
- Net charge: +2
- 2S+1: 2
- HOMO energy (alpha / beta): -18.96 / -19.60 eV
- Expectation value of S²: 0.776
- Molecular weight: 98.17 g/mol
- Relative energy (zero: lowest compared OMol25 entry of this formula, charge and spin): 8.6 kcal/mol
- F_max: 2.50 eV/A
- Gap between HOMO and LUMO (alpha / beta): 10.148 / 7.738 eV

---

[2]
ORCA calculation (ωB97M-V with the def2-TZVPD basis set) on a 2-piece molecular cluster, C3H3N2O4P overall at a distorted geometry.

XYZ file:
```
13
Properties=species:S:1:pos:R:3:forces:R:3:lowdin_charge:R:1
C 0.404673 -0.695448 2.542323 1.1 0.5 0.8 -0.330
C 0.603217 -0.225194 1.273520 -1.9 -1.4 2.1 -0.140
C -1.535768 -1.127527 1.533619 0.5 -0.1 0.8 -0.277
N -0.832072 -1.247113 2.736896 -0.4 0.3 -0.5 -0.113
N -0.622978 -0.544046 0.729678 1.2 0.7 -2.6 -0.244
O 1.497265 0.588751 -2.544885 -0.5 -0.2 0.1 -0.408
O -0.884881 0.768787 -3.602720 0.8 -0.1 1.2 -0.424
O 0.107125 2.729529 -2.269050 -0.2 -0.5 0.3 -0.409
O -0.766244 -0.100392 -0.619676 -1.0 -1.0 -0.5 -0.121
P 0.193165 1.298088 -2.682303 0.1 0.8 -1.6 0.238
H 1.204541 -0.524987 3.299459 -0.8 -0.6 -0.1 0.056
H 1.536130 -0.054716 0.848754 0.9 0.8 -1.3 0.065
H -0.904173 -0.865731 -1.245617 0.2 0.8 1.4 0.106
```
Forces are in eV/Å.

Summary:
- Net charge: -2
- HOMO energy: -0.73 eV
- Molecular weight: 162.04 g/mol
- Relative energy (zero: lowest compared OMol25 entry of this formula, charge and spin): 92.7 kcal/mol
- F_max: 3.12 eV/A
- Gap between HOMO and LUMO: 7.306 eV

---

> Look up the molecular weight of the second one.

162.04 g/mol